A molecular structure, C20H30N4O9STi in a non-equilibrium geometry, computed with ωB97M-V/def2-TZVPD.

Energy above the lowest of the compared OMol25 structures with the same formula, charge and spin   14.6 kcal/mol
Charge   +2

Last column: Mulliken charge in e.
Element x y z (Å)
Ti -0.608 0.304 0.317  -1.279
C -3.584 -0.143 -0.449  -0.674
C -3.478 1.351 -0.532  -0.607
O -2.092 1.698 -0.629  -0.080
C -1.672 2.304 -1.868  -0.716
C -1.303 1.122 -2.753  -0.544
O -0.524 0.237 -1.904  0.006
C 0.778 -0.154 -2.504  -0.213
C 1.831 0.631 -1.757  -0.917
O 1.396 0.698 -0.369  -0.160
C 2.289 1.529 0.421  -0.705
C 1.457 2.787 0.736  -0.767
O 0.159 2.293 1.041  0.447
C -0.693 3.231 1.742  -0.849
C -1.633 2.453 2.651  -0.674
O -2.077 1.311 1.890  0.415
C -3.023 0.513 2.595  -0.805
C -3.053 -0.825 1.853  -0.442
O -2.586 -0.628 0.491  -0.304
H -3.341 -0.668 -1.405  0.262
H -4.569 -0.434 -0.079  0.613
H -3.841 1.893 0.361  0.182
H -4.035 1.717 -1.405  0.681
H -0.816 2.933 -1.628  0.220
H -2.467 2.967 -2.284  0.550
H -0.745 1.357 -3.655  0.684
H -2.168 0.551 -3.079  0.207
H 0.762 0.023 -3.576  0.738
H 0.858 -1.221 -2.359  -0.433
H 1.945 1.672 -2.064  0.596
H 2.801 0.166 -1.756  0.614
H 3.189 1.678 -0.178  0.592
H 2.577 0.957 1.294  0.251
H 1.411 3.452 -0.131  0.273
H 1.871 3.310 1.589  0.641
H -1.215 3.831 0.994  0.254
H -0.037 3.876 2.343  0.600
H -2.499 3.064 2.972  0.444
H -1.132 2.092 3.543  0.334
H -3.974 1.050 2.633  0.415
H -2.683 0.402 3.637  0.392
H -4.069 -1.259 1.854  0.548
H -2.380 -1.564 2.292  0.260
N 2.300 1.211 5.829  -0.336
C 1.865 0.583 4.948  0.342
N 1.376 -0.214 3.973  -0.502
C 0.703 -0.188 2.987  0.800
N 0.036 -0.292 1.953  0.991
N -0.432 -1.930 0.004  0.155
C 0.770 -2.578 -0.546  -0.180
C 0.727 -3.332 -1.737  -0.630
C 1.932 -3.816 -2.278  -0.726
C 3.137 -3.544 -1.636  -0.211
C 3.168 -2.845 -0.430  -1.134
C 1.985 -2.326 0.088  0.146
S 4.655 -4.051 -2.427  1.306
O 4.381 -5.360 -2.940  -0.634
O 5.679 -3.963 -1.418  -0.668
O 4.758 -2.979 -3.409  -0.642
H -1.238 -2.163 -0.572  0.330
H -0.658 -2.233 0.943  0.473
H -0.231 -3.567 -2.212  0.466
H 1.958 -4.466 -3.148  0.510
H 4.087 -2.716 0.106  0.613
H 2.016 -1.790 1.041  0.481

---

A molecular structure, C20H31AlNO5S4 in a non-equilibrium geometry, computed with ωB97M-V/def2-TZVPD.

DFT total energy   -82871.5408 eV
Charge   +3

Last column: Mulliken charge in e.
Element x y z (Å)
C 6.222 1.845 1.242  -0.902
C 4.860 1.143 0.979  -0.886
N 4.884 0.046 -0.014  0.356
C 6.119 -0.795 0.038  -0.416
C 6.306 -1.478 1.424  -1.164
C 4.589 0.446 -1.317  0.081
S 4.934 1.880 -1.928  0.264
S 3.815 -0.800 -2.344  0.099
C 2.055 -0.889 -1.851  -0.450
C 1.657 -2.290 -1.296  -1.056
C 0.157 -2.695 -1.519  -0.801
C -0.751 -1.839 -0.571  -0.039
C -1.380 -0.611 -1.308  -1.550
C -2.198 0.193 -0.211  -0.745
C -3.414 -0.557 0.335  0.967
C -4.802 0.073 0.037  -2.079
C -4.835 1.563 -0.167  0.285
C -4.803 2.029 -1.525  -0.516
C -4.825 3.366 -1.863  -0.774
C -4.848 4.316 -0.846  -0.421
C -4.888 3.880 0.500  -0.758
C -4.898 2.535 0.816  -0.063
S -3.431 -0.764 2.222  1.579
C -1.805 -0.898 2.974  -0.956
O -4.097 0.361 2.837  -0.700
O -4.219 -1.934 2.434  -0.624
O -3.543 -1.896 -0.183  -0.424
S -2.221 -2.830 -0.073  1.470
O -2.343 -3.781 -1.128  -0.712
O -2.013 -3.493 1.167  -0.584
H 6.768 1.394 2.079  0.346
H 6.898 1.816 0.373  0.320
H 6.047 2.888 1.535  0.317
H 4.529 0.695 1.930  0.422
H 4.125 1.920 0.743  0.516
H 7.022 -0.279 -0.321  0.384
H 5.951 -1.629 -0.660  0.436
H 6.540 -0.773 2.224  0.320
H 7.105 -2.214 1.285  0.407
H 5.372 -2.022 1.618  0.314
H 1.449 -0.571 -2.714  0.613
H 1.889 -0.112 -1.086  0.333
H 2.333 -3.021 -1.763  0.684
H 1.900 -2.265 -0.223  0.384
H 0.116 -3.751 -1.236  0.445
H -0.090 -2.488 -2.565  0.340
H -0.128 -1.540 0.280  0.225
H -2.062 -0.995 -2.090  0.584
H -0.615 0.094 -1.675  0.430
H -2.418 1.178 -0.665  0.609
H -1.462 0.406 0.578  0.262
H -5.504 -0.192 0.845  0.619
H -5.200 -0.417 -0.864  0.528
H -4.797 1.282 -2.331  0.935
H -4.821 3.616 -2.925  0.560
H -4.840 5.372 -1.112  0.455
H -4.910 4.645 1.275  0.447
H -4.961 2.243 1.864  0.551
H -1.718 -0.165 3.785  0.443
H -0.953 -0.872 2.289  0.141
H -1.785 -1.885 3.460  0.422
Al -2.066 1.514 -2.793  0.724

---

A molecular structure, C20H31BNO2Pb in a non-equilibrium geometry, computed with ωB97M-V/def2-TZVPD.

Energy above the lowest of the compared OMol25 structures with the same formula, charge and spin   0.0 kcal/mol
Charge   +1

Last column: Mulliken charge in e.
Element x y z (Å)
O 1.538 -0.418 1.177  -0.148
C 1.556 -1.722 0.503  0.224
C 2.563 -2.247 1.522  -0.759
H 1.959 -1.611 -0.521  -0.180
H 0.590 -2.226 0.440  -0.120
C 2.780 -0.733 1.861  1.246
H 3.440 -2.786 1.163  0.333
H 2.059 -2.770 2.361  0.326
C 3.963 -0.115 1.133  -1.502
H 3.949 -0.345 0.050  0.306
H 4.918 -0.459 1.559  0.413
H 3.895 0.971 1.233  0.331
C 2.791 -0.350 3.314  -1.564
H 2.062 -0.897 3.925  0.323
H 2.622 0.726 3.388  0.322
H 3.777 -0.562 3.746  0.432
Pb -1.158 -0.360 -2.098  1.026
C -2.179 0.045 2.704  -0.361
C -3.148 0.227 1.685  -0.108
C -2.906 -0.726 0.662  -1.470
H -3.959 0.953 1.646  0.606
C -1.835 -1.573 1.082  -0.710
C -1.348 -1.050 2.315  -0.539
H -0.526 -1.446 2.915  0.374
H -2.134 0.636 3.632  0.384
H -3.521 -0.813 -0.238  0.734
H -1.508 -2.490 0.550  0.743
C -1.599 3.593 0.407  0.284
C -0.774 3.219 1.607  -0.551
C 0.314 2.480 1.196  -0.550
H -1.043 3.459 2.642  0.477
C 0.115 2.102 -0.170  0.016
C -1.064 2.651 -0.622  -1.284
H -1.399 2.643 -1.656  0.484
H -1.451 4.627 0.081  0.352
H 1.217 2.228 1.748  0.367
H 0.835 1.462 -0.700  0.699
O 0.385 -1.205 -3.431  -0.243
C 1.762 -1.801 -3.763  -0.435
C 1.643 -2.314 -5.204  -0.453
H 1.964 -2.604 -3.035  0.306
H 2.510 -0.995 -3.655  0.298
C 0.213 -2.040 -5.659  -0.644
H 1.876 -3.393 -5.250  0.272
H 2.347 -1.768 -5.854  0.268
C -0.542 -1.264 -4.558  -0.616
H -0.312 -2.982 -5.832  0.268
H 0.196 -1.474 -6.598  0.304
H -1.455 -1.798 -4.264  0.476
H -0.772 -0.251 -4.910  0.440
B -4.457 2.814 3.014  -0.078
C -3.680 3.286 1.792  0.370
N -3.078 3.545 0.798  -0.340
H -5.342 1.985 2.781  0.039
H -4.971 3.733 3.628  -0.087
H -3.677 2.202 3.758  -0.097

---

A molecular structure, C20H31Br4N4O3PSTeTi, computed with ωB97M-V/def2-TZVPD.

Energy above the lowest of the compared OMol25 structures with the same formula, charge and spin   0.3 kcal/mol
Spin multiplicity   2
Charge   +1
⟨S²⟩   0.753

Last column: Mulliken charge in e.
Element x y z (Å)
Ti -0.638 0.196 -0.558  -0.013
Br 5.587 -1.068 2.131  -0.110
C 3.801 -0.508 1.918  0.229
C 2.995 -0.284 3.029  0.143
Br 3.666 -0.515 4.773  -0.132
C 1.660 0.102 2.845  -0.088
Br 0.483 0.387 4.290  -0.114
C 1.135 0.217 1.574  -0.218
O -0.148 0.517 1.315  -0.165
C 1.950 -0.003 0.441  0.304
O 1.356 0.122 -0.740  -0.133
C 3.279 -0.348 0.628  0.022
Br 4.321 -0.600 -0.922  -0.069
S -3.104 0.534 -0.215  -0.576
C -3.563 -0.115 1.311  0.552
N -4.828 -0.492 1.478  -0.152
C -5.373 -1.016 2.729  -0.669
C -4.254 -1.665 3.521  -0.714
C -3.100 -0.687 3.646  -0.518
N -2.706 -0.220 2.320  0.469
H -5.425 -0.396 0.673  0.244
H -6.152 -1.736 2.484  0.408
H -5.830 -0.207 3.302  0.287
H -3.919 -2.573 3.015  0.287
H -4.614 -1.945 4.509  0.390
H -2.232 -1.150 4.113  0.344
H -3.390 0.167 4.265  0.343
H -1.762 0.131 2.159  -0.281
C 2.224 -0.602 -6.325  -1.016
Te 2.433 -0.911 -4.225  0.211
C 2.562 1.165 -3.757  -0.694
H 1.381 0.053 -6.525  0.318
H 2.049 -1.568 -6.794  0.326
H 3.139 -0.172 -6.722  0.328
H 3.547 1.549 -4.004  0.478
H 2.381 1.247 -2.687  -0.273
H 1.801 1.707 -4.316  0.341
O -0.775 -1.832 -0.587  -0.782
N 0.257 -2.492 -0.042  0.521
C 0.281 -2.668 1.290  -0.014
C 1.357 -3.282 1.889  -0.824
C 2.418 -3.709 1.104  -0.087
C 2.359 -3.524 -0.268  -0.982
C 1.263 -2.902 -0.827  -0.065
H -0.576 -2.274 1.815  0.476
H 1.363 -3.396 2.963  0.456
H 3.286 -4.168 1.556  0.450
H 3.167 -3.830 -0.915  0.454
H 1.147 -2.683 -1.877  0.536
C -1.326 3.693 0.539  -1.320
P -0.322 2.829 -0.706  1.325
C 1.377 3.303 -0.270  -1.249
C -0.640 3.763 -2.240  -1.240
H -1.078 4.755 0.577  0.459
H -1.133 3.240 1.512  0.237
H -2.383 3.570 0.308  0.363
H 1.482 4.388 -0.233  0.533
H 2.075 2.893 -0.999  0.152
H 1.625 2.887 0.707  0.261
H -0.457 4.829 -2.101  0.441
H -1.678 3.627 -2.549  0.396
H 0.014 3.401 -3.035  0.274
N -0.926 0.104 -2.789  -0.388
H -0.044 -0.171 -3.234  -0.069
H -1.243 0.956 -3.242  0.275
H -1.601 -0.621 -3.022  0.320

---

A molecular structure, C20H31Cl2FeN4O3 in a non-equilibrium geometry, computed with ωB97M-V/def2-TZVPD.

DFT total energy   -92778.5350 eV
Spin multiplicity   5
Charge   -1
⟨S²⟩   6.029

Last column: Mulliken charge in e.
Element x y z (Å)
O 2.821 1.271 -1.537  -0.681
C 2.019 1.820 -2.328  -0.035
C 1.608 3.228 -2.254  0.788
C 1.098 3.865 -1.122  0.574
H 0.742 3.290 -0.263  0.077
C 1.001 5.261 -1.150  -1.095
H 0.647 5.779 -0.264  0.410
C 1.413 5.982 -2.277  -0.468
H 1.434 7.071 -2.272  0.346
C 1.865 5.303 -3.413  -0.565
H 2.218 5.829 -4.294  0.365
C 1.929 3.926 -3.416  -0.650
H 2.269 3.373 -4.302  0.318
H 2.053 1.429 -3.387  0.221
C 0.423 -0.470 -3.304  -1.566
C 0.015 0.741 -2.493  0.894
H 0.036 -0.262 -4.326  0.480
H -0.021 -1.426 -2.986  0.321
H 1.512 -0.641 -3.305  0.281
C -1.011 1.572 -2.819  0.151
C -2.104 1.270 -3.754  -1.655
H -0.977 2.580 -2.427  0.300
H -2.061 2.037 -4.524  0.407
H -3.098 1.328 -3.313  0.275
H -2.007 0.298 -4.235  0.374
Fe -0.682 0.284 -0.849  0.223
Cl -1.138 1.931 0.385  -0.643
Cl -2.129 -1.267 -1.245  -0.644
C -2.293 -1.300 2.172  0.344
O -1.136 -1.661 2.359  -0.717
N -3.367 -2.070 2.434  0.208
C -3.173 -3.461 2.835  -0.958
C -4.735 -1.587 2.337  -0.885
H -2.556 -0.305 1.743  0.088
H -2.138 -3.732 2.604  0.262
H -3.882 -4.095 2.283  0.323
H -3.363 -3.595 3.913  0.294
H -4.727 -0.610 1.832  0.276
H -5.192 -1.474 3.337  0.301
H -5.329 -2.313 1.759  0.301
H 2.051 -5.118 -0.755  0.311
H 4.613 -4.073 -0.660  0.311
C 1.955 -4.337 -1.526  -0.973
C 4.217 -3.286 -1.330  -0.923
N 2.771 -3.179 -1.191  0.259
H 0.901 -4.022 -1.593  0.255
C 2.187 -2.016 -0.798  0.375
O 0.980 -1.993 -0.480  -0.572
H 4.653 -2.315 -1.052  0.283
H 2.869 -1.131 -0.800  0.129
H 2.309 -4.752 -2.480  0.346
H 4.472 -3.549 -2.372  0.309
N 1.337 -0.892 1.923  0.163
C 2.225 -0.698 2.922  -0.525
C 2.630 0.629 2.822  -1.005
C 1.925 1.159 1.724  -0.079
N 1.127 0.216 1.185  0.379
H 0.725 -1.696 1.776  0.207
H 2.480 -1.486 3.620  0.440
H 3.337 1.143 3.438  0.401
H 1.966 2.157 1.331  0.266

---

A molecular structure, C20H31F5O8P2Pt in a non-equilibrium geometry, computed with ωB97M-V/def2-TZVPD.

Energy above the lowest of the compared OMol25 structures with the same formula, charge and spin   99.7 kcal/mol
Charge   +2

Last column: Mulliken charge in e.
Element x y z (Å)
Pt 0.618 0.124 0.179  2.387
C -0.723 -4.128 2.178  -1.256
C -1.526 -3.422 3.250  0.500
C -2.876 -4.052 3.518  -1.125
O -1.701 -1.980 2.934  0.023
P -2.087 -1.331 1.586  0.077
O -0.971 -1.238 0.564  -0.758
C -2.650 0.283 2.157  -0.464
P -1.237 1.090 2.944  0.650
O 0.027 0.873 2.137  -1.694
O -1.010 0.509 4.350  -0.110
C -1.737 0.881 5.588  0.602
C -0.834 1.741 6.439  -1.349
C -2.150 -0.409 6.260  -1.244
O -1.694 2.580 3.084  -0.492
C -1.002 3.799 2.618  0.400
C 0.412 3.885 3.164  -1.022
C -1.050 3.887 1.103  -1.095
O -3.291 -2.121 1.003  -0.197
C -3.559 -2.318 -0.440  0.724
C -4.733 -3.261 -0.532  -1.483
C -3.801 -0.987 -1.126  -1.171
H -0.552 -5.163 2.470  0.509
H 0.241 -3.641 2.028  0.299
H -1.267 -4.123 1.228  0.214
H -0.954 -3.393 4.173  0.315
H -3.485 -4.037 2.615  0.129
H -3.409 -3.512 4.301  0.302
H -2.743 -5.086 3.837  0.462
H -3.472 0.143 2.862  0.542
H -2.995 0.896 1.322  0.467
H -2.623 1.453 5.305  0.358
H 0.100 1.216 6.644  0.306
H -1.327 1.973 7.383  0.443
H -0.598 2.676 5.931  0.224
H -1.271 -0.930 6.644  0.338
H -2.660 -1.062 5.549  0.211
H -2.820 -0.195 7.091  0.438
H -1.613 4.592 3.040  0.312
H 1.016 3.072 2.764  0.153
H 0.417 3.803 4.250  0.242
H 0.863 4.836 2.882  0.458
H -0.436 3.097 0.662  -0.098
H -0.663 4.858 0.791  0.529
H -2.075 3.791 0.741  0.377
H -2.671 -2.779 -0.873  0.174
H -5.615 -2.820 -0.064  0.343
H -4.519 -4.201 -0.024  0.371
H -4.951 -3.474 -1.578  0.429
H -4.657 -0.479 -0.677  0.309
H -4.006 -1.155 -2.182  0.474
H -2.916 -0.351 -1.050  0.130
O 3.185 0.942 -1.345  -0.334
C 3.336 -0.150 -0.746  0.231
O 2.525 -0.787 -0.001  -0.497
H 4.314 -0.643 -0.860  0.407
F -0.035 0.928 -2.807  -0.258
C 0.868 1.745 -2.309  0.463
C 1.254 1.585 -0.974  -1.618
C 2.236 2.529 -0.451  1.655
F 2.594 2.418 0.772  -0.250
C 2.759 3.550 -1.218  0.395
F 3.610 4.407 -0.717  -0.257
C 2.349 3.654 -2.530  0.510
F 2.800 4.598 -3.263  -0.188
C 1.396 2.730 -3.088  0.291
F 1.048 2.858 -4.325  -0.212

---

What is the formula in the third record? C20H31BNO2Pb

---

Which formula does entry 4 have? C20H31Br4N4O3PSTeTi

---

Please write out number 1 again, unchanged.
A molecular structure, C20H30N4O9STi in a non-equilibrium geometry, computed with ωB97M-V/def2-TZVPD.

Energy above the lowest of the compared OMol25 structures with the same formula, charge and spin   14.6 kcal/mol
Charge   +2

Last column: Mulliken charge in e.
Element x y z (Å)
Ti -0.608 0.304 0.317  -1.279
C -3.584 -0.143 -0.449  -0.674
C -3.478 1.351 -0.532  -0.607
O -2.092 1.698 -0.629  -0.080
C -1.672 2.304 -1.868  -0.716
C -1.303 1.122 -2.753  -0.544
O -0.524 0.237 -1.904  0.006
C 0.778 -0.154 -2.504  -0.213
C 1.831 0.631 -1.757  -0.917
O 1.396 0.698 -0.369  -0.160
C 2.289 1.529 0.421  -0.705
C 1.457 2.787 0.736  -0.767
O 0.159 2.293 1.041  0.447
C -0.693 3.231 1.742  -0.849
C -1.633 2.453 2.651  -0.674
O -2.077 1.311 1.890  0.415
C -3.023 0.513 2.595  -0.805
C -3.053 -0.825 1.853  -0.442
O -2.586 -0.628 0.491  -0.304
H -3.341 -0.668 -1.405  0.262
H -4.569 -0.434 -0.079  0.613
H -3.841 1.893 0.361  0.182
H -4.035 1.717 -1.405  0.681
H -0.816 2.933 -1.628  0.220
H -2.467 2.967 -2.284  0.550
H -0.745 1.357 -3.655  0.684
H -2.168 0.551 -3.079  0.207
H 0.762 0.023 -3.576  0.738
H 0.858 -1.221 -2.359  -0.433
H 1.945 1.672 -2.064  0.596
H 2.801 0.166 -1.756  0.614
H 3.189 1.678 -0.178  0.592
H 2.577 0.957 1.294  0.251
H 1.411 3.452 -0.131  0.273
H 1.871 3.310 1.589  0.641
H -1.215 3.831 0.994  0.254
H -0.037 3.876 2.343  0.600
H -2.499 3.064 2.972  0.444
H -1.132 2.092 3.543  0.334
H -3.974 1.050 2.633  0.415
H -2.683 0.402 3.637  0.392
H -4.069 -1.259 1.854  0.548
H -2.380 -1.564 2.292  0.260
N 2.300 1.211 5.829  -0.336
C 1.865 0.583 4.948  0.342
N 1.376 -0.214 3.973  -0.502
C 0.703 -0.188 2.987  0.800
N 0.036 -0.292 1.953  0.991
N -0.432 -1.930 0.004  0.155
C 0.770 -2.578 -0.546  -0.180
C 0.727 -3.332 -1.737  -0.630
C 1.932 -3.816 -2.278  -0.726
C 3.137 -3.544 -1.636  -0.211
C 3.168 -2.845 -0.430  -1.134
C 1.985 -2.326 0.088  0.146
S 4.655 -4.051 -2.427  1.306
O 4.381 -5.360 -2.940  -0.634
O 5.679 -3.963 -1.418  -0.668
O 4.758 -2.979 -3.409  -0.642
H -1.238 -2.163 -0.572  0.330
H -0.658 -2.233 0.943  0.473
H -0.231 -3.567 -2.212  0.466
H 1.958 -4.466 -3.148  0.510
H 4.087 -2.716 0.106  0.613
H 2.016 -1.790 1.041  0.481